(1)
Formula: C2H6N2
Source: OMol25
Level of theory: ωB97M-V/def2-TZVPD

## Properties
* lowest unoccupied orbital energy: 1.11 eV
* SMILES: N/C=C/N

Each line ends with the Löwdin charge.
Positions of all 10 atoms, in Å:
N  -0.7976  -0.9106  -1.5754  -0.037
C  0.2832  -0.5790  -0.5136  -0.180
C  -0.1171  -0.0859  0.6997  -0.229
N  0.6815  0.7979  1.5499  -0.023
H  -1.3659  -0.0331  -1.3814  0.070
H  -0.2506  -0.6569  -2.4247  0.055
H  1.2869  -0.7740  -0.8886  0.086
H  -1.0298  -0.4619  1.0487  0.076
H  0.2346  1.0363  2.4575  0.072
H  1.0747  1.6672  1.0278  0.112

(2)
Formula: C2H6N2
Source: OMol25
Level of theory: ωB97M-V/def2-TZVPD

## Properties
* lowest unoccupied orbital energy: 1.33 eV
* SMILES: N#N.CC

Each line ends with the Löwdin charge.
Positions of all 10 atoms, in Å:
N  2.6578  0.3056  0.0408  0.024
N  3.4765  -0.4663  -0.0095  0.053
C  -1.3593  -0.4236  0.0250  -0.175
C  -0.1490  0.5073  -0.0075  -0.199
H  -1.3075  -1.1812  -0.7884  0.071
H  -1.4059  -0.9535  0.9739  0.056
H  -2.3071  0.1265  -0.1057  0.062
H  0.6843  -0.1547  0.0151  -0.015
H  -0.1536  1.1981  0.8055  0.058
H  -0.1361  1.0417  -0.9491  0.065

(3)
Formula: C2H6N2
Source: OMol25
Level of theory: ωB97M-V/def2-TZVPD

## Properties
* lowest unoccupied orbital energy: 1.18 eV
* SMILES: N[C@H]1CN1

Each line ends with the Löwdin charge.
Positions of all 10 atoms, in Å:
N  -0.1365  0.2509  -1.5261  0.027
C  -0.2760  -0.3815  -0.2343  -0.420
C  0.8182  -0.2929  0.7907  -0.136
N  -0.3363  0.6032  0.8182  -0.015
H  0.3060  1.1597  -1.3833  0.072
H  -1.0581  0.4787  -1.8964  0.066
H  -0.9527  -1.2284  -0.1731  0.133
H  0.8670  -1.0516  1.5608  0.092
H  1.7642  0.1458  0.5010  0.094
H  -0.9957  0.3160  1.5426  0.087

(4)
Formula: C2H6N2
Source: OMol25
Level of theory: ωB97M-V/def2-TZVPD

## Properties
* lowest unoccupied orbital energy: 1.14 eV
* SMILES: C=N.C=N

Each line ends with the Löwdin charge.
Positions of all 10 atoms, in Å:
C  -2.1434  -1.4332  0.3463  -0.154
N  -2.9170  -0.9452  -0.5236  0.005
H  -1.7113  -0.7372  1.0653  0.055
H  -1.8699  -2.4887  0.4180  0.059
H  -3.0376  -1.5776  -1.3162  0.033
C  2.5104  1.2151  -0.2724  -0.149
N  1.5403  1.5192  0.4886  0.003
H  2.3029  0.5246  -1.0880  0.053
H  3.5358  1.5243  -0.0719  0.060
H  1.7897  2.3987  0.9540  0.036

Last place for stability: (4)

(1)
Formula: C2H6N2
Source: OMol25
Level of theory: ωB97M-V/def2-TZVPD

## Properties
* lowest unoccupied orbital energy: -0.04 eV

Each line ends with the Löwdin charge.
Positions of all 10 atoms, in Å:
C  0.4164  -1.2471  0.0171  -0.143
N  0.9415  0.0807  0.4565  -0.022
C  0.2706  1.1194  -0.0228  -0.398
N  -1.1312  1.1198  -0.2064  0.020
H  -0.4160  -1.0561  0.7238  0.067
H  0.9672  -2.1163  0.3597  0.061
H  0.0325  -1.4927  -0.9748  0.077
H  0.8149  2.0646  -0.0409  0.111
H  -0.3835  0.6755  -1.0158  0.144
H  -1.5123  0.8522  0.7037  0.082

(2)
Formula: C2H6N2
Source: OMol25
Level of theory: ωB97M-V/def2-TZVPD

## Properties
* lowest unoccupied orbital energy: 1.04 eV
* SMILES: [H]/N=C/NC

Each line ends with the Löwdin charge.
Positions of all 10 atoms, in Å:
H  1.3840  0.4951  1.8438  0.038
N  1.2624  0.7586  0.8573  0.062
C  -0.0116  0.6258  0.6244  -0.310
N  -0.3895  0.1692  -0.6307  -0.106
C  -0.7466  -1.2387  -0.7854  -0.125
H  -0.7701  0.9594  1.3430  0.116
H  0.3829  0.3339  -1.2668  0.103
H  -0.5258  -1.8511  0.0968  0.074
H  -0.2602  -1.8103  -1.5855  0.079
H  -1.8176  -1.3388  -1.0212  0.070

Last place for stability: (1)

(1)
Formula: C2H6N2
Source: OMol25
Level of theory: ωB97M-V/def2-TZVPD

## Properties
* lowest unoccupied orbital energy: 1.20 eV
* SMILES: C=NNC

Each line ends with the Löwdin charge.
Positions of all 10 atoms, in Å:
C  1.9396  -0.0724  -0.0635  -0.099
N  0.7927  -0.6018  0.0798  -0.087
N  -0.2624  0.2613  0.0174  -0.242
C  -1.5734  -0.2364  0.0167  -0.189
H  1.9720  1.0687  -0.0944  0.071
H  2.8897  -0.5980  0.0746  0.056
H  0.0769  1.2961  0.2993  0.175
H  -2.3282  0.4582  -0.8053  0.135
H  -2.0871  -0.3275  1.0660  0.080
H  -1.4198  -1.2481  -0.5904  0.101

(2)
Formula: C2H6N2
Source: OMol25
Level of theory: ωB97M-V/def2-TZVPD

## Properties
* lowest unoccupied orbital energy: 1.05 eV
* SMILES: N/C=C/N

Each line ends with the Löwdin charge.
Positions of all 10 atoms, in Å:
N  1.3434  -1.1488  0.4457  -0.011
C  0.2147  -0.5940  -0.2403  -0.247
C  -0.7169  0.2128  0.2833  -0.189
N  -1.1185  1.4578  -0.3446  -0.005
H  2.1608  -0.7367  0.0064  0.068
H  1.4580  -2.1427  0.2520  0.062
H  0.2809  -0.6553  -1.3191  0.089
H  -1.0403  0.0316  1.3041  0.100
H  -0.6986  1.4315  -1.2742  0.061
H  -0.5221  2.1358  0.1250  0.072

(3)
Formula: C2H6N2
Source: OMol25
Level of theory: ωB97M-V/def2-TZVPD

## Properties
* lowest unoccupied orbital energy: 1.09 eV
* SMILES: C/N=C/N

Each line ends with the Löwdin charge.
Positions of all 10 atoms, in Å:
C  -1.7161  0.0765  -0.0167  -0.163
N  -0.3321  0.5969  -0.0670  -0.061
C  0.7423  -0.1674  -0.1033  -0.318
N  2.0982  0.1227  -0.1072  0.050
H  -2.3489  0.4054  -0.8885  0.076
H  -1.9087  -0.9546  0.1376  0.048
H  -2.1088  0.8393  0.6756  0.067
H  0.6136  -1.2480  -0.0027  0.107
H  2.5703  -0.7416  0.1563  0.082
H  2.3903  1.0708  0.2159  0.113

Last place for stability: (1)

(1)
Formula: C4H8ClNOS
Source: OMol25
Level of theory: ωB97M-V/def2-TZVPD

## Properties
* lowest unoccupied orbital energy: 0.36 eV
* SMILES: C[C@@H](Cl)C(=S)N(C)O

Each line ends with the Löwdin charge.
Positions of all 16 atoms, in Å:
C  -2.3047  0.9973  0.5312  -0.142
C  -1.2610  -0.0474  0.1623  -0.733
Cl  -1.7572  -0.9337  -1.2820  0.675
C  0.1640  0.4594  -0.1357  -0.802
S  0.5385  1.9380  -0.7998  0.676
N  1.1371  -0.4243  -0.0052  -0.243
C  2.4766  -0.3180  -0.5414  -0.057
O  0.8222  -1.8030  0.0885  -0.024
H  -3.2575  0.5047  0.6300  0.067
H  -2.4126  1.7960  -0.1587  0.049
H  -2.1137  1.5252  1.4798  0.092
H  -1.1309  -0.7922  0.9492  0.088
H  3.0714  -0.9110  0.1475  0.092
H  2.6090  -0.7755  -1.5063  0.097
H  2.8080  0.7059  -0.5954  0.043
H  0.6109  -1.9213  1.0360  0.122

(2)
Formula: C4H8ClNOS
Source: OMol25
Level of theory: ωB97M-V/def2-TZVPD

## Properties
* lowest unoccupied orbital energy: 0.19 eV
* SMILES: C[C@@H](Cl)[C@H](N)C(O)=S

Each line ends with the Löwdin charge.
Positions of all 16 atoms, in Å:
C  -1.2834  -1.2597  -0.3837  -0.112
C  -0.6255  -0.4563  0.7403  -0.721
Cl  -0.2951  -1.4802  2.1486  0.637
C  0.6775  0.2376  0.3205  -0.499
N  1.1329  1.1090  1.3807  0.027
C  0.4949  0.9487  -0.9983  -0.893
O  0.8035  0.2834  -2.0922  0.013
S  -0.1213  2.4185  -1.1109  0.794
H  -0.6645  -2.1050  -0.7047  0.085
H  -1.4957  -0.6164  -1.2356  0.077
H  -2.2270  -1.6706  -0.0323  0.078
H  -1.2972  0.3207  1.1300  0.106
H  1.3955  -0.5789  0.1466  0.142
H  1.9692  1.5753  1.1290  0.062
H  0.4150  1.8868  1.4426  0.081
H  1.1214  -0.6128  -1.8807  0.123

(3)
Formula: C4H8ClNOS
Source: OMol25
Level of theory: ωB97M-V/def2-TZVPD

## Properties
* lowest unoccupied orbital energy: 0.72 eV
* SMILES: C[C@H](O)[C@@]1(NCl)CS1

Each line ends with the Löwdin charge.
Positions of all 16 atoms, in Å:
C  0.6071  0.0298  1.7232  -0.066
C  0.1813  -0.6567  0.4530  -0.540
O  1.0638  -1.6609  0.1697  -0.080
C  -0.0708  0.3230  -0.6666  -0.777
N  0.3272  -0.0786  -2.0106  -0.462
Cl  0.1278  -1.6968  -2.2692  0.700
C  -1.2957  1.2525  -0.5297  -0.412
S  0.2510  2.0440  -0.3560  0.911
H  0.3886  -0.8698  2.3619  0.111
H  -0.0661  0.8483  1.9200  0.057
H  1.7142  0.1346  1.5676  0.113
H  -0.8644  -1.0311  0.5689  0.153
H  1.8046  -1.5589  0.7358  0.075
H  -0.3041  0.4188  -2.6116  0.048
H  -1.9059  1.1727  0.3733  0.075
H  -1.9587  1.3290  -1.4297  0.096

Last place for stability: (3)